[1]
Molecular formula: C70H140O32S13
Method: DFT, ωB97M-V/def2-TZVPD

Element x y z (Å)
1 C -9.71940 6.87317 25.13223
2 C -11.00985 6.37491 25.93591
3 C -12.18434 6.81526 25.11530
4 S -11.80339 8.39340 24.37080
5 O -12.30906 9.41981 25.21216
6 O -12.09814 8.40470 22.97726
7 C -10.06829 8.28519 24.67012
8 H -9.36310 6.24649 24.30195
9 H -8.86492 6.95735 25.81127
10 H -11.03778 6.79391 26.94759
11 H -11.00998 5.27796 26.06168
12 H -13.18900 6.82687 25.55840
13 H -12.29449 6.18102 24.24301
14 H -9.95893 8.97375 25.49124
15 H -9.49147 8.64096 23.85305
16 C -6.73275 -2.16376 33.47455
17 C -5.44214 -2.90379 33.95844
18 C -5.30748 -4.18154 33.08317
19 S -5.59293 -3.56727 31.49364
20 O -6.06833 -4.59754 30.64910
21 O -4.49009 -2.75760 31.05675
22 C -6.97351 -2.51599 31.97723
23 H -6.78381 -1.09629 33.74628
24 H -7.56850 -2.62868 34.01822
25 H -5.50562 -3.06432 35.03470
26 H -4.52928 -2.31050 33.89905
27 H -6.03746 -4.93256 33.36305
28 H -4.32608 -4.61395 33.02361
29 H -7.82273 -3.20332 31.84741
30 H -6.93243 -1.62395 31.37621
31 C -4.61172 -2.34970 21.88686
32 C -5.95563 -1.64032 22.23653
33 C -6.76063 -2.59106 23.15620
34 S -6.48541 -4.17070 22.49433
35 O -7.51483 -4.46669 21.50841
36 O -6.17737 -5.11836 23.52805
37 C -4.98348 -3.79168 21.55485
38 H -3.84203 -2.27976 22.65895
39 H -4.25929 -1.79514 21.00669
40 H -6.42607 -1.35491 21.29055
41 H -5.69719 -0.76670 22.82668
42 H -7.81542 -2.39207 23.32379
43 H -6.18779 -2.71740 24.08815
44 H -5.29433 -3.83321 20.50692
45 H -4.27053 -4.59835 21.81846
46 C -12.82849 3.78239 30.33379
47 C -14.21475 4.39859 30.79775
48 C -15.30131 3.84214 29.82517
49 S -14.43605 3.57891 28.29935
50 O -14.84785 4.57247 27.33832
51 O -14.57559 2.16938 27.97391
52 C -12.82717 4.02552 28.82553
53 H -12.71599 2.71834 30.54859
54 H -12.02529 4.33297 30.82880
55 H -14.09507 5.47941 30.80292
56 H -14.45648 4.04339 31.80328
57 H -16.20860 4.45938 29.72457
58 H -15.56187 2.83921 30.14073
59 H -12.72344 5.09705 28.57333
60 H -12.05014 3.48460 28.29149
61 C -12.74219 -2.83584 20.38098
62 C -11.71869 -3.53856 19.36668
63 C -10.38240 -3.54943 20.13678
64 S -10.31680 -2.08487 21.06493
65 O -9.54300 -1.11669 20.31013
66 O -9.95878 -2.40194 22.43985
67 C -12.00505 -1.62334 20.92210
68 H -13.04766 -3.39636 21.25493
69 H -13.61875 -2.51214 19.85900
70 H -11.53078 -3.02542 18.40198
71 H -11.94373 -4.56948 19.12991
72 H -9.45801 -3.62172 19.54828
73 H -10.43125 -4.37051 20.85353
74 H -11.86515 -0.91411 20.11200
75 H -12.38178 -1.15721 21.83299
76 C -9.16790 -5.40695 25.01260
77 C -8.67966 -6.77050 25.45726
78 C -9.92408 -7.72379 25.37068
79 S -10.94278 -7.04633 24.10312
80 O -12.14462 -6.51889 24.71260
81 O -10.98841 -7.92820 22.94991
82 C -9.92637 -5.64684 23.71909
83 H -8.34164 -4.73855 24.76377
84 H -9.81596 -5.07431 25.81386
85 H -8.39929 -6.76603 26.51290
86 H -7.89461 -7.27703 24.92151
87 H -10.55801 -7.60332 26.25297
88 H -9.67469 -8.74567 25.13923
89 H -10.48247 -4.81545 23.32043
90 H -9.22884 -5.95127 22.96620
91 C -3.36095 0.64233 24.94364
92 C -4.76280 1.27472 24.83917
93 C -4.68523 2.72002 25.38561
94 S -2.96699 3.05564 25.65051
95 O -2.67628 2.79316 27.05803
96 O -2.62649 4.32991 25.00530
97 C -2.28380 1.73595 24.72753
98 H -3.23749 -0.15092 24.19598
99 H -3.13022 0.07167 25.82788
100 H -5.35491 0.64022 25.46328
101 H -5.08563 1.32897 23.79066
102 H -5.09003 2.83103 26.37787
103 H -5.08703 3.40711 24.65689
104 H -1.33075 1.46112 25.17238
105 H -2.18760 2.08910 23.68540
106 C -9.32720 1.74725 24.66287
107 C -8.68234 0.68577 23.78966
108 C -8.67934 1.25169 22.38111
109 S -8.26064 2.95232 22.53648
110 O -8.93971 3.82041 21.63457
111 O -6.80782 3.03261 22.64678
112 C -8.93040 3.13384 24.17270
113 H -9.02484 1.57435 25.70305
114 H -10.39467 1.53307 24.63984
115 H -9.15245 -0.28551 23.76613
116 H -7.65521 0.56965 24.14069
117 H -9.69480 1.14033 21.97258
118 H -8.05354 0.74392 21.65436
119 H -9.69559 3.89911 24.19417
120 H -8.09513 3.43776 24.81038
121 C -5.93259 -4.59115 26.93478
122 C -6.54557 -3.31124 27.51560
123 C -5.61959 -2.11685 27.30893
124 S -4.06114 -2.77604 26.72584
125 O -3.02547 -2.13216 27.45881
126 O -4.02163 -2.73030 25.28947
127 C -4.39273 -4.45628 27.21834
128 H -6.02018 -4.75365 25.84134
129 H -6.29458 -5.46595 27.50964
130 H -6.65869 -3.53386 28.56513
131 H -7.55366 -3.18867 27.08694
132 H -5.48682 -1.55299 28.22980
133 H -5.98059 -1.46469 26.51394
134 H -4.21369 -4.57206 28.29603
135 H -3.71857 -5.06817 26.61250
136 C -15.88245 -1.66038 31.08599
137 C -15.59638 -0.26530 30.56323
138 C -14.07606 -0.13568 30.25484
139 S -13.37511 -1.80404 30.40651
140 O -12.82801 -1.89364 31.73141
141 O -12.57480 -2.14681 29.24947
142 C -14.91948 -2.64249 30.42384
143 H -16.90520 -1.92682 30.82924
144 H -15.81372 -1.61821 32.17806
145 H -15.92998 0.53041 31.25135
146 H -16.09471 -0.16905 29.60950
147 H -13.54123 0.44277 30.97583
148 H -13.83765 0.16146 29.24170
149 H -14.78414 -3.57551 30.94716
150 H -15.21489 -2.82401 29.38370
151 C -8.00409 6.01054 29.66612
152 C -9.17849 5.14359 30.14006
153 C -8.73935 3.69651 29.92244
154 S -8.10938 3.69710 28.29535
155 O -9.25727 3.74909 27.41831
156 O -7.04551 2.75911 28.06635
157 C -7.41580 5.29841 28.41769
158 H -7.30276 5.99075 30.48195
159 H -8.23638 7.07021 29.51536
160 H -10.02132 5.41453 29.49393
161 H -9.39357 5.42148 31.19251
162 H -9.57268 3.00389 29.84657
163 H -7.98363 3.33656 30.59541
164 H -7.75511 5.74508 27.47755
165 H -6.36546 5.14148 28.58438
166 C -3.54412 0.18579 29.66882
167 C -2.82559 0.53750 30.97499
168 C -3.94559 0.64711 32.03059
169 S -5.28295 1.42137 31.18246
170 O -5.23746 2.82440 31.55849
171 O -6.51855 0.64039 31.36208
172 C -4.64583 1.25326 29.61242
173 H -3.85160 -0.86470 29.65821
174 H -2.86833 0.29929 28.81231
175 H -2.22452 1.44897 30.92408
176 H -2.15766 -0.28729 31.27300
177 H -3.70368 1.25600 32.91305
178 H -4.43438 -0.31518 32.18877
179 H -4.37426 2.24661 29.24003
180 H -5.45907 0.97222 28.95141
181 C -10.80827 0.35089 34.81013
182 C -9.54764 -0.32380 34.15499
183 C -9.33236 0.26446 32.74176
184 S -10.73384 1.36103 32.40179
185 O -11.21392 1.06580 31.09237
186 O -10.42592 2.71091 32.69873
187 C -11.73234 0.72147 33.66640
188 H -10.54906 1.21074 35.40378
189 H -11.29025 -0.37248 35.45753
190 H -9.68453 -1.39498 34.03110
191 H -8.61762 -0.11442 34.72169
192 H -9.37019 -0.50682 32.01027
193 H -8.44328 0.92823 32.62587
194 H -12.24103 -0.14528 33.23380
195 H -12.47469 1.48334 33.86775
196 C -13.33456 2.65239 24.45335
197 C -14.30552 2.79669 23.27874
198 O -15.18486 1.95165 23.10538
199 C -13.97183 3.96896 22.34966
200 H -13.91777 2.27987 25.28736
201 H -12.72907 3.51883 24.68389
202 H -12.60278 1.88140 24.12697
203 H -12.90465 3.98683 22.12932
204 H -14.17501 4.92705 22.84474
205 H -14.60178 3.91593 21.48017
206 C -18.48363 -1.48292 27.70324
207 C -17.02993 -1.77977 27.34366
208 O -16.49330 -2.88659 27.52540
209 C -16.21551 -0.58315 26.76700
210 H -18.98857 -1.43171 26.72860
211 H -18.56730 -0.45815 28.06887
212 H -18.95481 -2.20777 28.35749
213 H -15.13540 -0.67040 26.97783
214 H -16.59520 0.39648 27.10800
215 H -16.26416 -0.65148 25.69062
216 C -10.61462 0.39173 27.59001
217 C -9.40644 -0.51552 27.64976
218 O -8.78942 -0.86126 26.67963
219 C -8.99023 -1.07421 29.03004
220 H -11.26348 0.11899 28.42071
221 H -11.18592 0.33796 26.67633
222 H -10.27536 1.43872 27.63832
223 H -8.50316 -0.26094 29.59383
224 H -8.33515 -1.93482 28.97385
225 H -9.90920 -1.32769 29.58760
226 C -11.85558 -2.45081 25.83944
227 C -12.42626 -1.51814 24.79608
228 O -12.00657 -0.40323 24.57350
229 C -13.62128 -2.00725 23.97260
230 H -10.80173 -2.30848 26.11112
231 H -12.11878 -3.46113 25.51013
232 H -12.47618 -2.26568 26.72014
233 H -14.04610 -1.11690 23.46187
234 H -14.37692 -2.43960 24.63408
235 H -13.37679 -2.82798 23.33469
236 C -9.48364 -4.52751 29.30317
237 C -9.43480 -6.02004 29.33234
238 O -9.90204 -6.78806 28.52996
239 C -8.60083 -6.61322 30.44434
240 H -10.02073 -4.08295 30.14310
241 H -9.83485 -4.15450 28.34168
242 H -8.46711 -4.13415 29.44124
243 H -8.56823 -7.67972 30.27072
244 H -8.96886 -6.45238 31.46815
245 H -7.58740 -6.22529 30.35616
246 C -9.59285 -6.64367 34.32777
247 C -9.98882 -5.34907 33.58485
248 O -9.17637 -4.46338 33.34209
249 C -11.42014 -5.13137 33.09817
250 H -8.54640 -6.61089 34.68739
251 H -9.64494 -7.47302 33.59558
252 H -10.28497 -6.88856 35.12224
253 H -12.20346 -5.65071 33.63115
254 H -11.41347 -5.23407 32.02228
255 H -11.63119 -4.07405 33.30659

Kohn-Sham gap ... 9.146 eV
Total charge ... 0
E_LUMO ... -0.206 eV
Multiplicity ... 1

[2]
Molecular formula: C7H17NO
Method: DFT, ωB97M-V/def2-TZVPD

Element x y z (Å)
1 C -1.09061 -0.16845 2.13981
2 C 1.78620 0.44470 1.77153
3 C 0.42574 0.87271 1.28880
4 C 0.14941 2.14974 1.01727
5 O -1.17851 -1.39469 1.80594
6 H -0.86624 -1.47702 0.24537
7 H -0.68475 0.07421 3.13246
8 H -1.88329 0.53040 1.82157
9 H 1.70399 -0.30147 2.56692
10 H 2.38784 1.27564 2.15678
11 H 2.36208 -0.03303 0.97244
12 H -0.84178 2.45984 0.69541
13 H 0.88479 2.95010 1.10046
14 C -1.25382 -0.43693 -1.60477
15 C 0.79077 -1.77535 -1.06827
16 C -0.58220 0.57717 -2.52388
17 N -0.34238 -0.98181 -0.58178
18 H 0.00762 -0.10048 0.13258
19 H -2.07419 0.03769 -1.06189
20 H -1.67511 -1.26765 -2.18086
21 H 1.50505 -1.14903 -1.60309
22 H 0.44363 -2.56885 -1.73505
23 H 1.28788 -2.22551 -0.21094
24 H 0.18646 0.11415 -3.14374
25 H -1.32367 1.01693 -3.19214
26 H -0.12490 1.37701 -1.94095

Kohn-Sham gap ... 8.441 eV
Total charge ... 0
E_LUMO ... 0.750 eV
Multiplicity ... 1

[3]
Molecular formula: C22H33N3O5
Method: DFT, ωB97M-V/def2-TZVPD

Element x y z (Å)
1 C 1.45669 0.84749 4.80842
2 C 2.01531 0.43189 3.45178
3 C 2.48889 1.61226 2.60098
4 C 1.36974 2.54257 2.10820
5 N 0.54648 1.98136 1.05565
6 C -0.73767 1.44374 1.45573
7 C 0.82140 2.06195 -0.27255
8 O 0.06405 1.58703 -1.10172
9 C 2.09154 2.80209 -0.66113
10 C 2.40447 2.71252 -2.16212
11 C 3.65050 1.87478 -2.47458
12 C 3.34652 0.41633 -2.82784
13 N 2.38297 -0.22082 -1.94050
14 C 2.76055 -0.40939 -0.63393
15 O 3.83410 -0.04900 -0.19113
16 N 1.85897 -1.05375 0.17044
17 C 0.58882 -1.40897 -0.21777
18 C -0.33047 -1.94806 0.66998
19 C -1.62235 -2.27008 0.27258
20 O -2.38823 -2.79881 1.26132
21 C -3.80494 -2.71634 1.23337
22 C -4.30337 -1.27669 1.28339
23 C -1.99574 -2.07230 -1.08117
24 O -3.25693 -2.43931 -1.45922
25 C -3.68056 -2.16812 -2.78261
26 C -5.13419 -2.60239 -2.89162
27 C -1.07051 -1.53307 -1.95427
28 C 0.21574 -1.19252 -1.54124
29 C 1.15521 -0.59875 -2.48717
30 O 0.92757 -0.45539 -3.66942
31 H 0.55052 1.43876 4.70152
32 H 1.21459 -0.03208 5.40069
33 H 2.18871 1.43690 5.35599
34 H 1.25792 -0.13600 2.90888
35 H 2.87090 -0.22799 3.61627
36 H 3.18198 2.21155 3.19563
37 H 3.04259 1.22594 1.74389
38 H 1.81972 3.47622 1.76154
39 H 0.71028 2.79203 2.94254
40 H -0.62158 0.64736 2.18927
41 H -1.36185 2.23374 1.88352
42 H -1.22476 1.04332 0.56877
43 H 2.93037 2.41934 -0.08152
44 H 1.94254 3.84792 -0.37778
45 H 2.55600 3.72038 -2.55049
46 H 1.53697 2.29039 -2.67434
47 H 4.17237 2.29986 -3.33392
48 H 4.33600 1.90086 -1.62665
49 H 4.27453 -0.16206 -2.79999
50 H 2.90690 0.35599 -3.82529
51 H 2.14684 -1.19671 1.12873
52 H -0.06558 -2.12694 1.70073
53 H -4.21051 -3.23171 0.35974
54 H -4.10795 -3.25200 2.13770
55 H -5.38669 -1.26897 1.36460
56 H -4.01578 -0.74276 0.38157
57 H -3.87979 -0.76163 2.14286
58 H -3.58463 -1.09560 -2.99628
59 H -3.06269 -2.72735 -3.49730
60 H -5.49774 -2.41784 -3.89814
61 H -5.74503 -2.04694 -2.18473
62 H -5.22385 -3.66265 -2.67030
63 H -1.30590 -1.35161 -2.98954

Kohn-Sham gap ... 8.670 eV
Total charge ... 0
E_LUMO ... 0.738 eV
SMILES string ... CCCCN(C)C(=O)CCCCn1c(=O)[nH]c2cc(OCC)c(OCC)cc2c1=O
Multiplicity ... 1

Number 1: highest occupied orbital energy -9.352 eV. Number 2: highest occupied orbital energy -7.691 eV. Number 3: highest occupied orbital energy -7.932 eV.